Entry 1:
Below is a single CH4N4O2S molecule at a distorted geometry, with properties calculated with ωB97M-V with the def2-TZVPD basis set.

Summary:
Max |F|   5.555 eV Å⁻¹
SMILES   NN=C=NS(N)(=O)=O
Net charge   0
Gap between HOMO and LUMO   8.20 eV

Last column: Mulliken charge in e.
CARTESIAN COORDINATES (ANGSTROEM)
N  2.23  2.26  0.90  -0.450
N  1.08  2.23  0.11  -0.347
C  0.49  1.14  -0.28  0.591
N  -0.07  0.11  -0.76  -0.552
S  -0.90  -1.57  -1.13  1.134
N  -1.77  -1.83  0.29  -0.465
O  -1.77  -1.38  -2.25  -0.500
O  0.34  -2.29  -1.16  -0.492
H  2.19  1.43  1.50  0.223
H  2.11  3.09  1.48  0.263
H  -1.21  -1.70  1.18  0.294
H  -2.72  -1.50  0.12  0.299

=====

Entry 2:
Below is a single CH4N4S molecule at a distorted geometry, with properties calculated with ωB97M-V with the def2-TZVPD basis set.

Summary:
Max |F|   7.223 eV Å⁻¹
SMILES   NN1N=CSN1
Net charge   0
Gap between HOMO and LUMO   8.52 eV

Last column: Mulliken charge in e.
CARTESIAN COORDINATES (ANGSTROEM)
N  0.35  1.31  -0.19  -0.512
N  0.27  0.02  0.29  0.347
N  0.40  -0.92  -0.55  -0.487
C  -0.50  -1.82  -0.46  -0.062
S  -1.76  -1.53  0.70  -0.015
N  -0.89  -0.16  1.31  -0.352
H  -0.41  1.59  -0.76  0.187
H  0.92  2.11  0.18  0.215
H  -0.57  -2.76  -0.99  0.376
H  -0.30  -0.51  2.16  0.303

=====

Entry 3:
Below is a single CH4N4S molecule at a distorted geometry, with properties calculated with ωB97M-V with the def2-TZVPD basis set.

Summary:
Max |F|   6.289 eV Å⁻¹
Net charge   0
Gap between HOMO and LUMO   7.91 eV

Last column: Mulliken charge in e.
CARTESIAN COORDINATES (ANGSTROEM)
C  1.08  -0.23  -0.37  -0.708
N  -2.40  -0.30  1.41  -0.382
N  -1.32  -0.32  0.83  0.018
N  -4.60  0.39  1.49  -0.527
N  -3.54  0.29  0.96  0.579
S  -0.57  0.52  -0.41  0.058
H  1.59  0.34  0.50  0.268
H  1.44  0.32  -1.30  0.277
H  1.15  -1.35  -0.35  0.281
H  -3.28  0.77  -0.08  0.135

=====

Entry 4:
Below is 2 unconnected molecules or ions with the total composition CH4N6O at a distorted geometry, with properties calculated with ωB97M-V with the def2-TZVPD basis set.

Summary:
Max |F|   8.377 eV Å⁻¹
Net charge   0
Gap between HOMO and LUMO   8.62 eV

Last column: Mulliken charge in e.
CARTESIAN COORDINATES (ANGSTROEM)
C  0.24  -0.63  0.17  0.676
H  3.23  -0.26  0.39  0.288
H  1.94  0.50  1.04  0.333
H  -1.94  1.39  0.42  0.337
H  1.14  2.13  -0.60  0.414
N  2.36  0.06  -0.06  -0.518
N  1.38  -1.03  -0.07  -0.316
N  -0.88  -1.41  -0.32  -0.239
N  -1.98  -0.55  -0.30  -0.161
N  -1.50  0.44  0.62  -0.234
N  -0.11  0.67  0.57  -0.039
O  -0.09  1.59  -0.67  -0.542

=====

Entry 5:
Below is a gas-phase ion, CH4NO (charge -1) at a distorted geometry, with properties calculated with ωB97M-V with the def2-TZVPD basis set.

Summary:
Max |F|   1.583 eV Å⁻¹
SMILES   NC[O-]
Net charge   -1
Gap between HOMO and LUMO   7.76 eV

Last column: Mulliken charge in e.
CARTESIAN COORDINATES (ANGSTROEM)
N  0.74  -0.67  -0.20  -0.815
C  -0.31  0.52  -0.09  -0.338
O  -1.39  0.20  0.56  -0.841
H  0.00  -1.39  -0.25  0.284
H  1.05  -0.75  0.76  0.262
H  -0.44  0.80  -1.16  0.198
H  0.36  1.28  0.38  0.250

=====

Entry 6:
Below is 2 unconnected molecules or ions with the total composition CH4NO2 at a distorted geometry, with properties calculated with ωB97M-V with the def2-TZVPD basis set.

Summary:
Max |F|   3.966 eV Å⁻¹
Net charge   -1
Gap between HOMO and LUMO (alpha / beta)   8.36 / 7.13 eV

Last column: Mulliken charge in e.
CARTESIAN COORDINATES (ANGSTROEM)
C  -0.87  0.22  0.68  -0.250
N  1.84  -0.45  -0.94  -0.370
O  1.05  0.59  -0.73  -0.444
O  -0.79  -0.32  1.91  -0.635
H  -1.17  -0.63  0.00  0.130
H  0.14  0.48  0.22  0.249
H  -1.39  1.20  0.47  0.197
H  1.20  -1.08  -1.61  0.123

=====

Entry 7:
Below is 2 unconnected molecules or ions with the total composition CH4NO2, with properties calculated with ωB97M-V with the def2-TZVPD basis set.

Summary:
Max |F|   0.520 eV Å⁻¹
Net charge   -1
Gap between HOMO and LUMO   6.89 eV

Last column: Mulliken charge in e.
CARTESIAN COORDINATES (ANGSTROEM)
O  -1.47  -0.81  -1.88  -0.682
H  -0.81  -1.39  -1.47  0.390
C  0.14  -0.21  0.56  -0.832
N  1.16  0.84  0.67  -0.529
O  0.18  -1.00  1.50  -0.332
H  -1.41  -0.15  -1.16  0.447
H  1.28  1.07  1.66  0.260
H  0.93  1.65  0.11  0.277

=====

Entry 8:
Below is a gas-phase ion, CH4NO2 (charge +1) at a distorted geometry, with properties calculated with ωB97M-V with the def2-TZVPD basis set.

Summary:
Max |F|   2.710 eV Å⁻¹
Net charge   +1
Gap between HOMO and LUMO (alpha / beta)   10.02 / 9.62 eV

Last column: Mulliken charge in e.
CARTESIAN COORDINATES (ANGSTROEM)
C  1.01  0.09  0.11  -0.548
N  -0.39  -0.01  -0.25  0.116
O  -2.50  -0.26  -0.03  -0.135
O  -1.34  -0.33  0.54  0.257
H  1.57  0.45  -0.82  0.324
H  1.17  0.72  1.09  0.313
H  1.24  -1.03  0.46  0.305
H  -0.76  0.38  -1.10  0.368

=====

Entry 9:
Below is a gas-phase ion, CH4NO2S (charge +1) at a distorted geometry, with properties calculated with ωB97M-V with the def2-TZVPD basis set.

Summary:
Max |F|   7.530 eV Å⁻¹
Multiplicity   3
Net charge   +1
Gap between HOMO and LUMO (alpha / beta)   6.54 / 8.75 eV

Last column: Löwdin spin population.
CARTESIAN COORDINATES (ANGSTROEM)
C  -0.50  -0.61  0.10  0.191
N  0.55  0.20  0.02  0.099
O  -1.60  1.31  -0.19  0.490
O  -0.08  -1.96  0.14  0.063
S  -2.11  -0.20  0.01  1.112
H  -2.30  1.98  -0.40  0.023
H  0.30  1.26  -0.06  0.006
H  1.50  0.00  -0.19  0.009
H  -0.62  -2.68  0.67  0.007

=====

Entry 10:
Below is 2 unconnected molecules or ions with the total composition CH4NO2Si at a distorted geometry, with properties calculated with ωB97M-V with the def2-TZVPD basis set.

Summary:
Max |F|   3.089 eV Å⁻¹
Net charge   -1
Gap between HOMO and LUMO   8.42 eV

Last column: Mulliken charge in e.
CARTESIAN COORDINATES (ANGSTROEM)
C  0.78  -2.79  0.20  0.126
N  -1.37  1.01  0.29  -0.492
O  1.79  -3.09  -0.29  -0.214
O  0.46  -0.72  -0.99  -0.614
Si  0.32  0.58  -0.12  0.177
H  -2.19  0.81  -0.39  0.194
H  -1.64  1.85  0.77  0.174
H  0.78  0.55  1.33  -0.183
H  1.06  1.80  -0.81  -0.169

=====

Entry 11:
Below is 2 unconnected molecules or ions with the total composition CH4NO2Si at a distorted geometry, with properties calculated with ωB97M-V with the def2-TZVPD basis set.

Summary:
Max |F|   1.725 eV Å⁻¹
Multiplicity   3
Net charge   -1
Gap between HOMO and LUMO (alpha / beta)   5.95 / 5.92 eV

Last column: Löwdin spin population.
CARTESIAN COORDINATES (ANGSTROEM)
C  2.17  0.06  0.11  0.115
N  -2.45  1.07  0.24  0.972
O  2.54  -0.99  -0.43  0.181
O  2.76  0.95  0.66  0.037
Si  0.23  -0.28  -0.35  0.488
H  -1.88  1.04  1.10  0.056
H  -3.02  0.20  0.24  0.039
H  0.21  -0.50  -1.79  0.052
H  -0.56  -1.55  0.21  0.060

=====

Entry 12:
Below is a gas-phase ion, CH4NO3 (charge +1) at a distorted geometry, with properties calculated with ωB97M-V with the def2-TZVPD basis set.

Summary:
Max |F|   3.124 eV Å⁻¹
SMILES   [NH3+]C1(O)OO1
Net charge   +1
Gap between HOMO and LUMO   11.98 eV

Last column: Mulliken charge in e.
CARTESIAN COORDINATES (ANGSTROEM)
N  -0.31  -0.57  0.02  -0.432
C  0.99  0.21  -0.04  0.723
O  0.86  1.49  -0.26  -0.456
O  1.93  -0.58  -0.57  -0.252
O  1.87  -0.29  0.88  -0.253
H  -0.43  -1.06  -1.00  0.445
H  -1.21  -0.06  0.27  0.378
H  -0.07  -1.44  0.65  0.436
H  1.62  2.04  -0.53  0.412